No. 1
{"formula": "C25H37IrN2OPSSi", "method": "the ωB97M-V functional and the def2-TZVPD basis", "elements": ["Ir", "Si", "P", "N", "H", "C", "H", "H", "H", "C", "H", "H", "H", "C", "H", "H", "H", "C", "H", "H", "H", "H", "H", "C", "C", "C", "C", "C", "C", "H", "H", "H", "H", "H", "C", "O", "C", "H", "H", "H", "C", "H", "H", "H", "N", "S", "C", "C", "C", "C", "C", "C", "C", "C", "C", "C", "C", "C", "H", "H", "H", "H", "H", "H", "H", "H", "H", "H", "H"], "positions_angstrom": [[0.203, 0.122, -1.206], [0.468, -1.833, -2.511], [0.793, 1.327, -3.002], [-1.575, 0.624, -1.228], [1.421, 1.207, -0.817], [1.071, 3.101, -2.743], [1.280, 3.595, -3.703], [1.925, 3.238, -2.072], [0.185, 3.556, -2.286], [2.259, 0.804, -3.947], [2.398, 1.496, -4.789], [2.146, -0.211, -4.343], [3.149, 0.838, -3.309], [-0.558, 1.316, -4.245], [-0.248, 1.876, -5.137], [-1.452, 1.784, -3.820], [-0.811, 0.292, -4.538], [2.180, -2.666, -2.545], [2.556, -2.811, -1.524], [2.914, -2.092, -3.120], [2.043, -3.645, -3.024], [-0.448, -2.816, -1.858], [0.101, -1.615, -3.947], [-2.860, 0.436, -1.443], [-5.160, 1.189, -1.059], [-3.805, 1.333, -0.833], [-3.372, -0.638, -2.256], [-4.731, -0.758, -2.472], [-5.631, 0.147, -1.881], [-5.856, 1.892, -0.603], [-3.369, 2.110, -0.209], [-2.638, -1.334, -2.680], [-5.110, -1.557, -3.108], [-6.700, 0.036, -2.070], [3.527, 0.091, -0.140], [2.582, -0.645, -0.485], [3.453, 1.069, 0.987], [4.384, 1.649, 1.026], [3.321, 0.528, 1.936], [2.606, 1.756, 0.887], [4.906, -0.110, -0.695], [5.405, 0.857, -0.802], [4.874, -0.634, -1.658], [5.482, -0.706, 0.025], [-0.126, -0.812, 0.553], [0.642, -0.554, 1.944], [-0.225, 0.815, 2.741], [-1.582, 1.030, 2.495], [-2.244, 2.075, 3.146], [-1.551, 2.896, 4.037], [-0.192, 2.681, 4.283], [0.478, 1.640, 3.636], [0.192, -1.906, 3.069], [0.962, -2.052, 4.241], [0.635, -3.041, 5.172], [-0.451, -3.890, 4.929], [-1.206, -3.757, 3.765], [-0.886, -2.763, 2.829], [-0.958, -1.386, 0.657], [-2.127, 0.390, 1.797], [-3.301, 2.256, 2.954], [-2.057, 3.725, 4.532], [0.351, 3.327, 4.971], [1.538, 1.456, 3.822], [1.808, -1.390, 4.424], [1.230, -3.153, 6.082], [-0.693, -4.669, 5.653], [-2.043, -4.433, 3.580], [-1.499, -2.682, 1.931]], "forces_ev_per_a": [[3.36, 0.17, 1.69], [0.67, -0.71, -0.64], [-0.74, -0.37, -1.08], [-2.77, 0.89, -0.75], [-0.91, 0.48, 0.06], [0.12, 0.24, -0.17], [-0.07, -0.08, 0.22], [-0.17, 0.00, -0.09], [0.18, -0.16, -0.04], [0.14, 0.25, -0.16], [0.05, -0.14, 0.14], [-0.09, 0.21, 0.17], [-0.16, -0.03, -0.07], [0.28, 0.28, -0.30], [-0.15, -0.08, 0.11], [0.19, -0.06, 0.01], [0.14, 0.18, 0.14], [-0.35, -0.20, 0.02], [-0.10, 0.03, -0.35], [-0.10, -0.08, 0.14], [0.18, 0.12, 0.05], [-0.16, -0.09, -0.28], [-0.16, -0.34, 0.00], [-1.21, 0.05, 0.23], [0.07, -0.20, -0.14], [0.34, -0.28, -0.30], [0.61, 0.24, 0.19], [-0.08, 0.23, 0.16], [0.11, 0.06, 0.00], [0.11, -0.22, -0.11], [-0.31, -0.05, -0.05], [-0.39, 0.23, 0.08], [0.09, 0.16, 0.18], [0.33, 0.06, 0.09], [-1.01, -1.99, 0.11], [2.39, 1.35, 0.76], [0.09, 0.54, 0.17], [-0.28, -0.08, 0.15], [0.01, 0.08, -0.27], [-0.02, -0.17, 0.02], [0.03, 0.03, -0.65], [0.07, -0.17, -0.05], [0.03, 0.05, 0.30], [-0.09, 0.10, -0.10], [-0.79, -1.38, -0.16], [0.16, 1.35, 3.08], [1.15, -0.65, -1.43], [-1.35, 0.29, 0.20], [0.36, -0.56, -0.17], [-0.37, 0.52, 0.16], [0.64, -0.77, -0.42], [-0.02, 0.59, 0.61], [0.38, -0.54, -1.03], [-0.13, -0.19, 0.18], [0.02, 0.43, -0.53], [-0.01, -0.22, 0.13], [0.13, 0.45, -0.06], [-0.55, -0.35, 0.43], [-0.21, 0.35, -0.02], [0.17, 0.26, 0.11], [0.22, -0.09, 0.01], [0.06, -0.25, -0.12], [-0.09, -0.14, -0.15], [-0.20, 0.08, -0.01], [-0.16, -0.08, -0.08], [-0.17, 0.05, -0.32], [0.01, 0.19, -0.20], [0.23, 0.22, 0.01], [0.26, -0.10, 0.20]], "spin_multiplicity": 6, "gap_ev": [3.69, 6.10], "relative_energy_ev": 0.0000}

No. 2
{"formula": "C25H37N4P3Sn", "method": "the ωB97M-V functional and the def2-TZVPD basis", "elements": ["C", "C", "C", "C", "C", "C", "C", "C", "C", "C", "C", "C", "C", "H", "H", "H", "H", "H", "H", "H", "N", "Sn", "C", "H", "H", "C", "H", "H", "P", "P", "C", "H", "H", "H", "C", "H", "H", "H", "C", "H", "H", "H", "C", "H", "H", "H", "H", "H", "C", "N", "C", "N", "C", "N", "C", "P", "C", "C", "H", "H", "H", "H", "H", "H", "H", "H", "H", "H", "H", "H"], "positions_angstrom": [[-1.301, 3.571, -3.547], [-1.069, 2.270, -3.117], [0.275, 1.824, -2.941], [1.343, 2.682, -3.313], [1.075, 3.944, -3.841], [-0.242, 4.396, -3.915], [2.766, 2.203, -3.282], [2.857, 0.698, -3.183], [1.722, -0.073, -2.827], [1.782, -1.499, -2.907], [3.007, -2.094, -3.186], [4.118, -1.323, -3.542], [4.029, 0.066, -3.595], [-2.336, 3.926, -3.587], [1.891, 4.586, -4.193], [-0.456, 5.407, -4.231], [3.137, 2.424, -4.289], [3.066, -3.187, -3.142], [5.053, -1.825, -3.764], [4.884, 0.658, -3.955], [0.602, 0.607, -2.324], [-0.097, 0.149, -0.277], [-2.279, 1.424, -2.666], [-2.321, 0.427, -3.139], [-3.234, 1.922, -2.921], [0.595, -2.408, -2.524], [-0.316, -2.186, -3.107], [0.843, -3.471, -2.726], [-2.232, 1.259, -0.868], [0.271, -2.216, -0.759], [1.673, -3.008, 0.093], [1.565, -2.962, 1.188], [1.804, -4.064, -0.195], [2.602, -2.474, -0.146], [-1.273, -3.069, -0.367], [-1.216, -4.141, -0.598], [-1.530, -2.964, 0.696], [-2.111, -2.637, -0.927], [-2.388, 2.939, -0.192], [-3.330, 3.407, -0.522], [-2.367, 2.908, 0.908], [-1.548, 3.565, -0.527], [-3.531, 0.193, -0.246], [-3.462, 0.106, 0.848], [-4.507, 0.616, -0.508], [-3.451, -0.821, -0.659], [3.435, 2.772, -2.654], [0.721, 1.367, 0.664], [0.585, -1.581, 5.390], [1.002, -0.309, 4.748], [0.005, 0.745, 5.046], [-1.372, 0.363, 4.662], [-1.728, -0.924, 5.306], [-0.771, -2.000, 4.984], [-0.833, -2.394, 3.576], [-0.399, -0.956, 2.465], [1.211, -0.477, 3.313], [-1.554, 0.315, 3.219], [0.583, -1.421, 6.479], [1.303, -2.365, 5.110], [0.287, 1.661, 4.512], [0.010, 0.910, 6.135], [-2.731, -1.220, 4.963], [-1.718, -0.766, 6.394], [-0.145, -3.233, 3.401], [-1.849, -2.741, 3.346], [1.593, 0.448, 2.859], [1.944, -1.281, 3.147], [-2.590, 0.026, 2.986], [-1.350, 1.303, 2.770]], "forces_ev_per_a": [[0.03, 0.09, -0.10], [0.31, -0.51, 0.76], [0.20, 1.24, 0.18], [-0.71, 0.21, -0.22], [-0.55, -0.08, 0.05], [-0.09, 0.04, 0.14], [-0.41, -0.58, -1.12], [-0.01, -0.53, -0.19], [1.12, -0.19, 0.19], [-0.22, 0.60, 0.68], [0.22, 0.02, -0.22], [-0.11, -0.26, 0.15], [-0.08, -0.36, 0.06], [0.41, 0.00, -0.14], [-0.28, -0.27, 0.25], [0.05, -0.01, -0.15], [0.16, 0.08, 0.04], [0.16, 0.38, -0.17], [-0.09, 0.09, -0.10], [-0.44, -0.27, 0.31], [-1.68, -1.25, 0.75], [1.60, 1.74, -0.95], [0.37, 0.00, -0.62], [0.21, 0.26, 0.24], [0.44, -0.08, 0.12], [0.40, 0.40, -0.71], [0.27, 0.11, 0.29], [-0.08, 0.53, 0.19], [-0.33, 0.23, -0.01], [0.24, -1.46, -0.47], [0.24, 0.20, 0.57], [-0.15, -0.04, -0.33], [-0.33, 0.40, -0.07], [-0.26, -0.05, -0.16], [-0.43, -0.24, 0.44], [0.11, 0.25, -0.03], [0.22, -0.06, -0.21], [0.30, -0.09, -0.12], [0.13, 0.04, 0.41], [0.27, -0.30, 0.05], [-0.08, -0.02, -0.32], [-0.21, -0.28, -0.04], [-0.66, -0.06, 0.28], [-0.04, 0.14, -0.30], [0.04, -0.18, 0.08], [-0.01, 0.32, -0.07], [0.00, -0.03, 0.72], [-0.09, -0.59, -0.17], [-0.19, 0.43, -0.34], [-0.28, -0.06, 0.03], [-0.12, -0.61, 0.00], [0.04, -0.01, 0.25], [0.38, 0.22, -0.39], [0.08, 0.28, -0.09], [-0.20, -0.15, 0.33], [0.00, 0.47, -0.13], [-0.33, 0.02, 0.15], [0.39, -0.21, 0.21], [0.06, -0.16, -0.37], [-0.17, 0.19, 0.24], [-0.05, -0.13, 0.24], [0.04, 0.07, -0.42], [0.25, 0.07, 0.27], [-0.10, -0.12, -0.35], [-0.11, 0.20, -0.02], [0.18, 0.05, 0.02], [-0.02, -0.20, 0.19], [-0.13, 0.23, -0.03], [0.22, 0.11, 0.07], [-0.08, -0.26, 0.20]], "gap_ev": 6.14, "charge": 2}

No. 3
{"formula": "C25H37O2W", "method": "the ωB97M-V functional and the def2-TZVPD basis", "elements": ["O", "C", "C", "H", "H", "C", "H", "H", "C", "H", "H", "H", "C", "H", "H", "H", "W", "C", "C", "C", "H", "C", "C", "H", "H", "H", "H", "C", "C", "C", "H", "C", "C", "H", "H", "H", "H", "O", "C", "C", "H", "H", "C", "H", "H", "C", "H", "H", "H", "H", "C", "C", "C", "C", "C", "C", "H", "H", "H", "H", "H", "H", "H", "H", "H"], "positions_angstrom": [[-3.007, 0.666, -2.293], [-3.472, -0.504, -3.112], [-4.432, 0.322, -3.927], [-3.938, -1.218, -2.425], [-2.637, -0.937, -3.672], [-3.982, 1.505, -3.046], [-5.479, 0.046, -3.791], [-4.147, 0.419, -4.977], [-5.090, 2.007, -2.166], [-5.626, 1.183, -1.674], [-5.804, 2.565, -2.792], [-4.699, 2.699, -1.410], [-3.296, 2.629, -3.779], [-2.699, 2.231, -4.606], [-2.655, 3.206, -3.099], [-4.060, 3.303, -4.190], [-0.808, 0.853, -1.409], [1.415, 1.305, -2.197], [1.173, -0.093, -2.310], [0.050, -0.288, -3.179], [1.748, -0.877, -1.830], [-0.391, 1.010, -3.630], [0.474, 1.994, -3.032], [0.458, 3.059, -3.244], [2.248, 1.757, -1.667], [-0.367, -1.238, -3.500], [-1.093, 1.197, -4.434], [0.216, 2.137, 0.293], [-0.772, 2.873, -0.476], [-2.074, 2.369, -0.091], [-0.597, 3.728, -1.121], [-1.870, 1.441, 0.993], [-0.482, 1.319, 1.232], [-0.006, 0.711, 1.998], [1.282, 2.349, 0.298], [-3.017, 2.827, -0.373], [-2.666, 0.977, 1.568], [-5.833, -0.757, -0.406], [-4.761, -0.418, 0.502], [-3.895, -1.664, 0.759], [-5.203, -0.053, 1.451], [-4.191, 0.421, 0.068], [-4.784, -2.842, 0.292], [-3.639, -1.735, 1.821], [-2.955, -1.602, 0.192], [-6.017, -2.188, -0.362], [-5.093, -3.444, 1.150], [-4.261, -3.486, -0.420], [-6.926, -2.410, 0.225], [-6.179, -2.541, -1.392], [1.348, -3.717, -0.085], [0.597, -2.835, 0.913], [-0.320, -3.682, 1.789], [1.593, -2.056, 1.777], [-0.228, -1.871, 0.174], [-0.779, -0.969, -0.448], [1.985, -4.434, 0.447], [1.985, -3.111, -0.738], [0.643, -4.275, -0.710], [0.265, -4.407, 2.369], [-0.877, -3.049, 2.489], [-1.039, -4.231, 1.172], [2.221, -1.407, 1.154], [1.067, -1.428, 2.505], [2.248, -2.746, 2.324]], "forces_ev_per_a": [[-0.68, -0.88, -0.98], [0.62, -0.43, 0.89], [0.18, 0.32, 0.19], [0.22, -0.02, -0.23], [-0.16, -0.03, 0.28], [-0.57, 0.58, -0.36], [0.17, 0.09, -0.21], [-0.25, -0.03, 0.13], [-0.28, 0.19, 0.43], [0.20, 0.23, -0.09], [0.18, -0.19, 0.21], [-0.24, -0.10, -0.12], [0.08, 0.12, -0.17], [-0.12, 0.33, 0.13], [-0.10, -0.08, -0.14], [0.27, -0.16, 0.04], [1.59, 0.50, 0.94], [-0.53, -0.36, -0.65], [-0.37, 0.10, -0.35], [0.32, 0.52, -0.30], [-0.31, 0.23, 0.01], [1.08, -0.17, -0.10], [-0.23, -0.49, -0.33], [-0.07, -0.28, 0.16], [-0.37, -0.10, 0.04], [0.15, 0.22, 0.24], [0.03, -0.09, 0.46], [-0.67, 0.22, -0.25], [-0.74, -0.13, 0.38], [0.71, 0.63, 0.83], [-0.04, -0.22, 0.22], [0.57, 0.45, -0.73], [-0.28, 0.43, 0.16], [-0.22, 0.00, -0.41], [-0.34, -0.17, 0.01], [0.25, -0.33, -0.02], [0.30, -0.14, -0.33], [1.13, -0.59, 0.27], [-0.45, 0.41, 0.34], [-0.12, 0.23, -0.44], [0.08, -0.15, -0.32], [-0.28, -0.41, -0.02], [0.01, 0.26, 0.08], [-0.01, -0.05, -0.19], [-0.43, -0.13, 0.20], [-0.46, 0.01, 0.05], [0.07, -0.04, -0.21], [-0.03, 0.06, 0.18], [0.27, 0.11, -0.25], [0.00, 0.16, 0.30], [0.12, -0.20, -0.15], [-0.22, -0.06, -0.04], [-0.15, -0.29, 0.28], [0.14, 0.19, 0.11], [-0.12, 0.67, -0.51], [0.16, -0.96, 0.38], [-0.11, 0.12, -0.09], [-0.06, -0.11, 0.08], [0.13, 0.06, 0.07], [-0.09, 0.11, -0.10], [0.07, -0.12, -0.09], [0.09, 0.06, 0.12], [-0.07, -0.10, 0.11], [0.10, -0.12, -0.07], [-0.15, 0.10, -0.10]], "spin_multiplicity": 3, "gap_ev": [6.23, 7.84], "charge": 1, "relative_energy_ev": 0.3059}

no.,molar mass (g/mol)
1,664.93
2,605.23
3,553.41